{
  "formula": "C22H32N10OS2Sc",
  "method": "ωB97M-V/def2-TZVPD",
  "species": ["Sc", "S", "S", "O", "N", "N", "N", "N", "N", "N", "N", "N", "N", "N", "C", "C", "C", "C", "C", "C", "C", "C", "C", "C", "C", "C", "C", "C", "C", "C", "C", "C", "C", "C", "C", "C", "H", "H", "H", "H", "H", "H", "H", "H", "H", "H", "H", "H", "H", "H", "H", "H", "H", "H", "H", "H", "H", "H", "H", "H", "H", "H", "H", "H", "H", "H", "H", "H"],
  "positions_angstrom": [[1.019, -1.073, -0.371], [-0.359, -3.282, -0.275], [1.911, -2.330, -2.477], [2.152, -1.502, 1.148], [0.760, 1.136, 0.326], [-3.407, -2.446, -0.740], [-0.297, 0.022, -2.335], [-2.408, 1.676, -0.248], [3.205, 0.059, -2.383], [-1.985, -4.077, 1.658], [-1.255, -1.948, 1.942], [2.916, -0.848, -4.450], [2.946, -0.116, -1.028], [-0.575, -0.881, 1.398], [3.755, 0.257, 1.214], [-1.633, 0.045, -2.978], [-2.898, -1.102, -1.183], [2.905, -0.736, 3.252], [-2.475, 1.292, -2.682], [2.915, -0.686, 1.851], [-2.376, -1.231, -2.600], [-3.946, -0.015, -1.076], [4.531, 1.047, 3.367], [1.250, 2.195, -0.320], [-3.276, 1.335, -1.375], [4.566, 1.094, 1.989], [2.757, -0.930, -3.098], [3.694, 0.123, 3.992], [-0.471, 0.156, 2.144], [0.169, 1.332, 1.513], [-0.953, 0.260, 3.554], [0.621, 3.679, 1.427], [3.836, 0.347, -0.231], [-1.181, -3.037, 1.242], [0.107, 2.587, 2.105], [1.187, 3.485, 0.179], [-3.191, 1.381, -3.503], [-3.212, -1.388, -3.291], [-1.816, 0.927, 3.622], [-1.243, -0.716, 3.926], [4.703, 0.842, -0.668], [2.805, -1.701, -4.970], [0.261, -0.633, -2.888], [-4.373, 0.021, -0.069], [-2.964, 1.920, 0.565], [-1.696, -2.083, -2.687], [-2.583, -3.087, -0.768], [5.157, 1.705, 3.954], [-2.080, -0.878, -0.501], [1.745, 2.002, -1.265], [3.618, -0.203, -4.780], [-1.489, 0.033, -4.063], [-1.846, 2.185, -2.745], [-4.764, -0.195, -1.780], [3.672, 0.066, 5.073], [-1.669, -4.993, 1.377], [-2.266, -4.015, 2.627], [1.600, 4.305, -0.391], [0.580, 4.666, 1.868], [-3.724, -2.439, 0.231], [-4.073, 2.073, -1.518], [-0.162, 0.670, 4.183], [-1.844, 2.488, -0.469], [5.227, 1.792, 1.487], [-4.156, -2.795, -1.335], [0.141, 0.928, -2.480], [-0.342, 2.709, 3.079], [2.276, -1.477, 3.729]],
  "lowdin_charge": [0.61, 0.65, 0.60, -0.18, 0.05, 0.20, 0.04, 0.08, 0.00, 0.06, 0.01, 0.07, -0.14, -0.03, -0.15, -0.33, -0.33, -0.01, -0.09, -0.33, -0.10, -0.10, -0.09, -0.12, -0.37, -0.04, -0.87, -0.07, -0.27, -0.22, -0.01, -0.03, -0.06, -0.85, 0.01, -0.03, 0.13, 0.14, 0.09, 0.07, 0.14, 0.08, 0.00, 0.13, 0.09, 0.11, 0.05, 0.10, 0.10, 0.10, 0.10, 0.15, 0.12, 0.13, 0.11, 0.08, 0.10, 0.12, 0.12, 0.15, 0.14, 0.09, 0.08, 0.12, 0.17, 0.08, 0.12, 0.12],
  "multiplicity": 1,
  "total_charge": 1,
  "de_lowest_kj_mol": 0.0,
  "homo_lumo_gap_ha": 0.2608,
  "lumo_energy_ev": -2.95,
  "e_homo_ev": -10.05
}